The following is a quantum chemistry calculation of the molecule C7H10, from the Open Molecules 2025 dataset.

Summary:
HOMO-LUMO gap (spin up / spin down): 7.29 / 7.29 eV
LUMO (spin up / spin down): -0.024 / -0.024 Ha
HOMO level (spin up / spin down): -7.94 / -7.94 eV

Geometry (Å):
C: 2.28 0.71 -0.08
C: 1.41 -0.55 0.03
C: -0.06 -0.33 -0.08
C: -1.15 -1.31 -0.46
C: -2.16 -0.22 0.00
C: -0.93 0.68 0.24
C: -0.64 1.99 0.68
H: 2.31 1.06 -1.11
H: 3.30 0.49 0.25
H: 1.85 1.51 0.53
H: 1.72 -1.31 -0.70
H: 1.55 -1.02 1.01
H: -1.17 -1.52 -1.53
H: -1.15 -2.26 0.08
H: -2.69 -0.49 0.93
H: -2.89 0.10 -0.74
H: -1.60 2.48 0.95

Let us look at the natural (NBO) charges, expressed in e, one per atom: -0.6116 -0.4819 0.3010 -0.4694 -0.4269 -0.2705 -0.1506 0.2074 0.2062 0.2551 0.2195 0.2432 0.2315 0.2241 0.2089 0.2084 0.1056

***

The following is a quantum chemistry calculation of a structure of composition C12H35B2NO2Rb3, from the Open Molecules 2025 dataset.

Summary:
<S²>: 0.750
HOMO-LUMO gap (spin up / spin down): 2.23 / 7.72 eV
LUMO (spin up / spin down): -0.028 / -0.032 Ha
HOMO level (spin up / spin down): -3.00 / -8.60 eV
Multiplicity: 2

Geometry (Å):
Rb: -2.16 -2.38 -1.52
Rb: 1.76 -0.07 -4.41
Rb: -2.13 1.33 -4.08
B: -0.72 -1.33 -6.49
H: -1.63 -0.78 -6.34
H: -0.34 -1.46 -5.49
H: -0.86 -2.27 -7.00
H: 0.01 -0.71 -6.99
B: -0.42 0.05 -2.10
H: 0.32 -0.32 -1.41
H: 0.03 0.95 -2.49
H: -0.69 -0.72 -2.81
H: -1.33 0.43 -1.67
C: 2.39 -1.63 3.02
C: 1.44 -1.97 1.83
C: 0.54 -3.11 2.42
C: -0.52 -2.73 3.46
C: -1.35 -1.70 2.70
C: -0.59 -0.49 2.20
N: 0.57 -0.98 1.33
O: 1.27 0.10 0.66
C: -1.53 0.30 1.37
C: -0.11 0.40 3.40
C: 2.21 -2.76 0.82
H: 2.99 -0.74 2.89
H: 3.13 -2.41 3.18
H: 1.95 -1.66 4.01
H: 0.04 -3.64 1.61
H: 1.08 -3.85 3.02
H: -0.13 -2.32 4.40
H: -1.11 -3.52 3.92
H: -2.27 -1.40 3.20
H: -1.62 -2.33 1.86
H: -1.76 -0.07 0.37
H: -2.39 0.72 1.89
H: -0.90 1.19 1.26
H: 0.50 0.04 4.24
H: 0.43 1.23 2.94
H: -1.04 0.76 3.86
H: 1.69 -3.33 0.05
H: 2.70 -3.57 1.35
H: 2.89 -2.04 0.37
H: 1.07 -0.12 -0.26
C: -0.81 5.19 -1.91
C: -0.21 3.81 -1.53
C: 0.42 3.74 -0.16
O: -1.24 2.88 -1.61
H: -0.20 6.08 -1.97
H: -1.62 5.47 -1.24
H: -1.29 5.06 -2.88
H: 0.56 3.55 -2.26
H: 0.68 2.70 0.03
H: -0.20 4.24 0.58
H: 1.40 4.20 -0.05
H: -0.88 1.99 -1.55

Let us look at the natural (NBO) charges, expressed in e, one per atom: 0.2091 0.9531 0.8336 -0.8107 -0.0513 -0.0902 0.0050 -0.0478 -0.8322 -0.0444 -0.0452 -0.0208 -0.0169 -0.6481 0.0894 -0.3945 -0.4100 -0.3989 0.1301 -0.2084 -0.6197 -0.6274 -0.6485 -0.6052 0.2196 0.2114 0.2107 0.2015 0.2163 0.1945 0.2173 0.2139 0.1902 0.2174 0.2226 0.2240 0.2212 0.2179 0.2071 0.2112 0.2180 0.2101 0.4923 -0.6259 0.1027 -0.6430 -0.7920 0.2175 0.2139 0.2005 0.1395 0.2256 0.2147 0.2100 0.5192

***

The following is a quantum chemistry calculation of the molecule C5H9N2O3P, from the Open Molecules 2025 dataset.

Summary:
HOMO-LUMO gap (spin up / spin down): 8.03 / 8.03 eV
LUMO (spin up / spin down): -0.026 / -0.026 Ha
HOMO level (spin up / spin down): -8.73 / -8.73 eV

Geometry (Å):
C: 1.37 -0.07 0.68
C: 0.27 1.53 -0.64
C: 0.98 1.41 0.72
C: 2.85 -0.14 0.85
C: -2.71 -1.91 -1.13
N: 0.72 -1.10 0.72
N: -0.89 0.89 -0.82
O: 0.77 2.21 -1.55
O: -1.72 0.63 1.61
O: -2.87 -0.83 -0.14
P: -1.55 -0.13 0.38
H: 0.37 1.47 1.59
H: 1.91 2.05 0.83
H: 3.15 0.34 1.72
H: 3.25 0.40 0.03
H: 3.27 -1.16 0.93
H: -3.23 -2.77 -0.72
H: -1.58 -2.10 -1.18
H: -3.17 -1.73 -2.04
H: -1.20 1.01 -1.82

Let us look at the natural (NBO) charges, expressed in e, one per atom: 0.2156 0.6833 -0.5610 -0.6408 -0.2563 -0.4377 -0.9772 -0.6070 -1.0669 -0.7915 2.1789 0.2860 0.2509 0.2217 0.2272 0.2267 0.2063 0.2005 0.1966 0.4449

***

The following is a quantum chemistry calculation of the ion C5H12NO with charge +1, from the Open Molecules 2025 dataset.

Summary:
HOMO-LUMO gap: 11.34 eV
Net charge: +1
LUMO: -0.135 Ha
HOMO level: -15.02 eV
SMILES string: CCC[C@@H]([NH3+])C=O

Geometry (Å):
C: 1.34 1.78 0.15
C: 0.37 1.15 1.16
C: 0.14 -0.35 0.96
C: -0.20 -0.65 -0.51
N: -0.51 -2.12 -0.63
C: -1.44 0.06 -1.02
O: -2.41 -0.57 -1.33
H: 2.19 1.13 -0.02
H: 0.91 1.91 -0.85
H: 1.69 2.76 0.47
H: 0.74 1.41 2.15
H: -0.59 1.66 1.06
H: -0.74 -0.61 1.54
H: 1.06 -0.91 1.18
H: 0.66 -0.44 -1.13
H: 0.33 -2.65 -0.85
H: -1.16 -2.24 -1.43
H: -1.02 -2.48 0.17
H: -1.36 1.16 -1.06

Let us look at the natural (NBO) charges, expressed in e, one per atom: -0.6186 -0.4076 -0.4051 -0.1594 -0.6757 0.4249 -0.4923 0.2044 0.1939 0.2480 0.2451 0.2057 0.2250 0.2304 0.2511 0.4482 0.4632 0.4502 0.1686

***

The following is a quantum chemistry calculation of a structure of composition C8H14AlN2PS, from the Open Molecules 2025 dataset.

Summary:
HOMO-LUMO gap (spin up / spin down): 4.79 / 4.79 eV
LUMO (spin up / spin down): -0.024 / -0.024 Ha
HOMO level (spin up / spin down): -5.46 / -5.46 eV

Geometry (Å):
C: -1.43 0.94 -1.30
C: -2.00 -0.36 -1.46
C: -2.57 -0.74 -0.21
C: -2.48 0.35 0.69
C: -1.67 1.36 0.07
Al: 1.77 1.12 1.49
P: 2.70 1.32 -0.65
H: -0.90 1.53 -2.04
H: -1.98 -0.95 -2.38
H: -3.10 -1.68 -0.02
H: -1.29 2.25 0.55
H: -2.88 0.41 1.69
H: 3.19 2.64 -0.97
H: 1.76 1.09 -1.72
H: 3.83 0.50 -1.01
S: 0.63 -0.53 2.45
C: 1.75 -1.79 1.93
N: 3.07 -1.78 2.18
C: 3.70 -3.04 1.78
C: 2.58 -3.76 1.03
N: 1.43 -2.89 1.23
H: 3.50 -1.16 2.86
H: 4.04 -3.59 2.64
H: 4.56 -2.82 1.13
H: 2.39 -4.74 1.46
H: 2.80 -3.86 -0.04
H: 0.49 -3.07 0.91

Let us look at the natural (NBO) charges, expressed in e, one per atom: -0.3710 -0.3565 -0.3495 -0.3518 -0.3785 0.4693 -0.0553 0.1825 0.1896 0.1871 0.1916 0.1917 0.0799 0.0794 0.0308 -0.2171 0.3429 -0.5928 -0.2306 -0.2315 -0.5658 0.4426 0.2124 0.2151 0.2175 0.2152 0.4528

***

The following is a quantum chemistry calculation of a cluster of 2 separate species, C6H10N2 in total, from the Open Molecules 2025 dataset.

Summary:
HOMO-LUMO gap: 9.63 eV
LUMO: 0.025 Ha
HOMO level: -8.94 eV
SMILES string: c1ccncc1.CN

Geometry (Å):
C: -0.11 0.36 2.92
C: 1.01 -0.31 2.60
C: 1.06 -1.00 1.31
N: 0.10 -0.94 0.33
C: -0.99 -0.37 0.78
C: -1.20 0.08 2.12
H: -0.45 0.95 3.85
H: 1.98 -0.42 3.25
H: 1.91 -1.51 1.04
H: -1.95 0.03 0.18
H: -2.27 0.19 2.64
C: 0.43 0.10 -3.21
N: -0.12 1.19 -2.53
H: 0.67 -0.75 -2.48
H: -0.30 -0.26 -3.90
H: 1.48 0.08 -3.66
H: -0.50 1.77 -3.33
H: -0.74 0.79 -1.91

Let us look at the natural (NBO) charges, expressed in e, one per atom: -0.2081 -0.2641 0.0362 -0.4203 0.0234 -0.2354 0.2320 0.2342 0.1887 0.1898 0.2236 -0.4231 -0.8318 0.2001 0.1601 0.1823 0.3522 0.3602

***

| no. | maximum force (Eh/bohr) |
| --- | --- |
| 1 | 0.0082 |
| 2 | 0.0935 |
| 3 | 0.0947 |
| 4 | 0.0197 |
| 5 | 0.0654 |
| 6 | 0.1005 |